1.
Computed, not measured: a cluster of 2 separate species, C2H2O3 in total in a non-equilibrium geometry, with the ωB97M-V functional and the def2-TZVPD basis.

The HOMO energy (alpha / beta) comes out at -8.756 / -8.758 eV. Its relative energy (zero: lowest compared OMol25 entry of this formula, charge and spin) is 723.6 kJ/mol. Its total charge is 0. The HOMO-LUMO gap (alpha / beta) is 6.9 / 6.9 eV.

Last column: Mulliken charge in e.
Atoms and positions in Å:
1 C -1.276 -0.478 0.322  0.008
2 C -0.145 0.245 -0.191  0.445
3 O -2.244 -1.201 -0.134  -0.354
4 O 2.441 0.553 0.419  -0.497
5 O 0.695 1.070 0.032  -0.255
6 H -2.241 -1.641 -1.079  0.362
7 H 2.770 1.453 0.630  0.290

=====

2.
Computed, not measured: a cluster of 2 separate species, C2H2O3 in total in a non-equilibrium geometry, with the ωB97M-V functional and the def2-TZVPD basis.

The HOMO energy comes out at -8.953 eV. Its relative energy (zero: lowest compared OMol25 entry of this formula, charge and spin) is 254.5 kJ/mol. Its total charge is 0. The HOMO-LUMO gap is 9.4 eV.

Last column: Mulliken charge in e.
Atoms and positions in Å:
1 C 1.653 0.836 -0.123  0.771
2 C -0.677 -0.116 0.185  -0.203
3 O 1.953 -0.217 0.235  -0.396
4 O 1.480 1.962 -0.260  -0.353
5 O -1.538 -0.512 -0.628  -0.273
6 H -0.674 -0.800 0.990  0.109
7 H -2.199 -1.153 -0.399  0.344

=====

3.
Computed, not measured: a cluster of 2 separate species, C2H2O3 in total in a non-equilibrium geometry, with the ωB97M-V functional and the def2-TZVPD basis.

The HOMO energy comes out at -8.663 eV. Its relative energy (zero: lowest compared OMol25 entry of this formula, charge and spin) is 266.0 kJ/mol. Its total charge is 0. The HOMO-LUMO gap is 8.7 eV.

Last column: Mulliken charge in e.
Atoms and positions in Å:
1 C -1.723 0.670 -0.201  0.722
2 C 1.348 -0.284 1.018  -0.168
3 O -2.115 0.652 -1.314  -0.378
4 O -1.119 0.546 0.769  -0.339
5 O 1.213 -1.205 0.143  -0.272
6 H 1.366 0.733 0.421  0.097
7 H 1.030 -1.113 -0.836  0.338

=====

4.
Computed, not measured: a structure of composition C2H2O3S in a non-equilibrium geometry, with the ωB97M-V functional and the def2-TZVPD basis.

The HOMO energy comes out at -10.452 eV. Its relative energy (zero: lowest compared OMol25 entry of this formula, charge and spin) is 137.1 kJ/mol. Its total charge is 0. The HOMO-LUMO gap is 11.0 eV.

Last column: Mulliken charge in e.
Atoms and positions in Å:
1 C 1.291 0.143 -0.182  0.663
2 C -0.505 0.095 0.470  0.190
3 O 2.382 0.168 -0.575  -0.420
4 O 0.474 -0.947 0.151  -0.348
5 O 0.404 1.124 0.246  -0.271
6 S -2.006 0.045 -0.507  -0.195
7 H -0.795 0.195 1.593  0.226
8 H -1.246 -0.823 -1.195  0.155

=====

5.
Computed, not measured: a structure of composition C2H2O3Tb in a non-equilibrium geometry, with the ωB97M-V functional and the def2-TZVPD basis.

The HOMO energy (alpha / beta) comes out at -18.621 / -18.379 eV. Its total charge is +2. The multiplicity is 8. The HOMO-LUMO gap (alpha / beta) is 6.1 / 5.9 eV.

Last column: Mulliken charge in e.
Atoms and positions in Å:
1 O -1.445 -0.164 0.714  -0.539
2 C -0.475 -0.159 1.569  -0.222
3 Tb -1.002 -0.535 -1.436  1.672
4 H -0.080 -1.135 1.911  0.405
5 O 0.835 0.688 -0.798  -0.485
6 C 1.115 0.786 0.407  0.918
7 O 1.631 1.567 1.159  -0.133
8 H -0.293 0.702 2.310  0.385

=====

6.
Computed, not measured: a cluster of 2 separate species, C2H2O4 in total in a non-equilibrium geometry, with the ωB97M-V functional and the def2-TZVPD basis.

The HOMO energy comes out at -10.900 eV. Its relative energy (zero: lowest compared OMol25 entry of this formula, charge and spin) is 19.7 kJ/mol. Its total charge is 0. Its SMILES is O=C=O.O=CO. The HOMO-LUMO gap is 11.4 eV.

Last column: Mulliken charge in e.
Atoms and positions in Å:
1 O 3.170 0.264 0.556  -0.345
2 C 2.268 -0.249 0.080  0.681
3 O 1.395 -0.825 -0.356  -0.340
4 O -0.815 1.405 -0.358  -0.507
5 C -1.143 0.261 -0.418  0.321
6 O -1.729 -0.438 0.515  -0.416
7 H -0.992 -0.445 -1.292  0.268
8 H -2.153 0.029 1.273  0.337

=====

Respective M values: 74.0, 74.0, 74.0, 106.1, 233.0, 90.0 g mol⁻¹.